Entry 1:
{"formula": "C3H11N4", "method": "ωB97M-V/def2-TZVPD", "lumo_energy_ev": -3.432, "homo_energy_ev": -11.88, "total_charge": 1, "homo_lumo_gap_ha": 0.3104, "smiles": "CNN(N)/C=C/[NH3+]", "de_lowest_kcal_mol": 122.5, "total_energy_ha": -339.52450, "elements": ["C", "N", "N", "N", "C", "C", "N", "H", "H", "H", "H", "H", "H", "H", "H", "H", "H", "H"], "positions_angstrom": [[-2.56723, 0.14522, 0.18435], [-1.60475, 0.96526, 0.87970], [-0.34670, 0.67614, 0.33389], [-0.05047, 1.63996, -0.66608], [0.49632, -0.35202, 0.46566], [1.69392, -0.33768, -0.50382], [2.67370, -1.35918, -0.14184], [-2.68042, -0.93525, 0.51301], [-3.57938, 0.66676, 0.37589], [-2.31920, 0.16232, -0.97996], [-1.59507, 0.55863, 1.86857], [-0.21837, 1.28909, -1.62024], [-0.78713, 2.36475, -0.57794], [0.40354, -1.19288, 1.16731], [1.85365, 0.59939, -1.12605], [3.42736, -0.90198, 0.40152], [3.06173, -1.86149, -0.94276], [2.13850, -2.12706, 0.36880]], "atomic_forces_ev_per_a": [[-2.7523, -0.1255, -2.2759], [0.5368, -2.5119, 2.6791], [0.7407, 0.6370, -0.6847], [-0.5922, 0.5672, -0.2309], [4.0652, 1.0518, -4.1246], [-5.2445, 0.8778, 2.7572], [-0.3119, -0.5027, 0.3380], [0.4800, 1.1941, -0.3002], [1.3914, -1.0438, -0.6369], [-0.7755, 0.0136, 2.5042], [0.1442, 1.2925, -1.3670], [0.2109, -0.5649, 0.4527], [0.7936, -0.4452, 0.4372], [-0.5849, 0.7363, -0.1390], [0.5115, -1.8174, 1.0138], [-0.1194, -1.0116, -0.0094], [0.2424, 0.3102, -0.1349], [1.2641, 1.3425, -0.2786]], "mulliken_charge": [-0.676, -0.739, 0.539, -0.789, -0.037, -0.543, -0.229, 0.287, 0.279, 0.265, 0.279, 0.281, 0.351, 0.264, 0.383, 0.355, 0.373, 0.358]}

***

Entry 2:
{"formula": "C5H9NO2", "method": "ωB97M-V/def2-TZVPD", "multiplicity": 2, "lumo_energy_ev": [4.055, 3.036], "homo_energy_ev": [-4.29, -4.29], "total_charge": -1, "homo_lumo_gap_ha": [0.3066, 0.2691], "de_lowest_kcal_mol": 25.2, "s_squared": 0.7539, "total_energy_ha": -401.10680, "elements": ["O", "C", "O", "C", "C", "C", "C", "N", "H", "H", "H", "H", "H", "H", "H", "H", "H"], "positions_angstrom": [[0.14455, 2.64382, 1.10732], [1.08944, 2.70164, 0.29179], [2.15506, 2.05089, 0.27795], [-1.18973, 0.13029, 0.39107], [0.19425, -0.48606, 0.57361], [0.84253, -1.11064, -0.64513], [0.43209, -2.20015, -1.28709], [-2.15830, -0.91448, 0.04682], [0.94025, 3.42318, -0.56043], [-1.47008, 0.63095, 1.32176], [0.09801, -1.30246, 1.29514], [0.89314, 0.24439, 0.96696], [1.75514, -0.62806, -0.99065], [-0.59661, -2.51392, -1.13119], [1.07074, -2.77648, -1.94116], [-2.95159, -0.77819, 0.68106], [-1.24889, 0.88528, -0.39784]], "atomic_forces_ev_per_a": [[-0.0068, 0.1366, 0.0331], [-0.0688, -0.0718, 0.0529], [0.0538, 0.0389, -0.0736], [-0.7018, -0.5421, 0.4414], [0.1606, -0.3492, -0.7093], [0.3047, 0.1782, -0.2702], [-0.5807, 0.1416, 0.3435], [0.0903, 0.2247, 0.1310], [0.0769, 0.0393, -0.0143], [0.1751, 0.1744, -0.1253], [-0.0829, 0.1193, 0.1630], [-0.1496, 0.2845, 0.1134], [0.2211, -0.1597, 0.4076], [0.2494, -0.5340, 0.2376], [-0.0701, 0.3192, -0.4993], [-0.0347, -0.0362, -0.1576], [0.3636, 0.0361, -0.0740]], "mulliken_charge": [-0.634, -0.018, -0.658, -0.274, -0.697, -0.292, -0.657, -0.584, 0.356, 0.392, 0.295, 0.356, 0.351, 0.299, 0.268, 0.247, 0.252]}

***

Entry 3:
{"formula": "C8H12", "method": "ωB97M-V/def2-TZVPD", "lumo_energy_ev": 0.745, "homo_energy_ev": -8.20, "homo_lumo_gap_ha": 0.3288, "de_lowest_kcal_mol": 104.3, "total_energy_ha": -311.82021, "elements": ["C", "C", "C", "C", "C", "C", "C", "C", "H", "H", "H", "H", "H", "H", "H", "H", "H", "H", "H", "H"], "positions_angstrom": [[0.07925, -0.92725, 0.72610], [0.54727, -1.90348, -0.18340], [0.57343, 0.32581, 0.00656], [-0.02810, -0.77500, -0.85216], [-1.01524, -0.90623, 1.79951], [2.13734, 0.46223, 0.01273], [-0.18371, 1.61335, 0.14070], [-1.00796, -0.49160, -1.98561], [-0.67088, -0.76151, 2.71275], [-1.45189, -1.95727, 1.91615], [-1.75117, -0.23762, 1.65071], [2.56806, 0.80962, 0.99867], [2.33297, 1.15826, -0.88813], [2.48027, -0.57503, -0.04555], [0.48440, 2.39798, 0.47723], [-0.83564, 1.38661, 0.90397], [-0.66977, 1.80004, -0.72653], [-0.70345, 0.49126, -2.47461], [-1.90430, -0.55584, -1.49073], [-0.98086, -1.35430, -2.69837]], "atomic_forces_ev_per_a": [[-1.1923, 1.5555, 0.4110], [-1.2926, -0.8671, -0.5490], [0.9437, -0.9652, 0.5166], [2.2313, 0.8825, -0.2454], [1.2391, -5.4556, -3.0034], [-1.0552, 0.3890, -0.4333], [2.8006, -0.9198, 1.5688], [3.3633, -0.8570, -0.8502], [2.1334, 1.0889, 4.2206], [0.2915, 1.3627, -0.6081], [-2.5576, 2.2388, -0.9898], [-0.7138, 0.2969, -1.1445], [0.5717, -1.2277, 1.5475], [0.5009, 0.4442, -0.7442], [-0.0935, 0.3262, -0.2294], [-1.9846, 0.3557, 1.6469], [-1.5763, 1.1583, -2.6060], [-0.9346, -1.3480, 0.5828], [-2.7506, 0.6541, 0.5295], [0.0758, 0.8875, 0.3794]], "mulliken_charge": [0.781, -1.852, 1.165, 1.182, -1.711, -1.418, -1.431, -1.254, 0.521, 0.340, 0.470, 0.319, 0.360, 0.389, 0.399, 0.364, 0.337, 0.299, 0.370, 0.367]}

***

Entry 4:
{"formula": "C10H19NO2", "method": "ωB97M-V/def2-TZVPD", "lumo_energy_ev": 0.938, "homo_energy_ev": -8.57, "homo_lumo_gap_ha": 0.3496, "smiles": "CC[C@@H]1OCC2(CCN(C)CC2)O1", "de_lowest_kcal_mol": 64.8, "total_energy_ha": -597.53976, "elements": ["C", "C", "C", "O", "C", "C", "C", "C", "N", "C", "C", "C", "O", "H", "H", "H", "H", "H", "H", "H", "H", "H", "H", "H", "H", "H", "H", "H", "H", "H", "H", "H"], "positions_angstrom": [[4.27290, 1.07440, 0.44050], [3.50382, -0.13010, -0.23846], [2.19887, -0.70253, 0.23831], [1.59400, -1.59225, -0.70472], [0.39599, -1.06250, -1.12900], [0.04523, 0.00996, 0.13086], [-0.73948, -0.59594, 1.33168], [-2.09386, -0.92738, 0.89501], [-2.93744, 0.24652, 0.37117], [-4.24224, -0.00453, -0.25062], [-2.07802, 0.99710, -0.66149], [-0.62015, 1.25838, -0.34142], [1.28019, 0.35672, 0.46411], [5.13388, 1.21286, -0.23509], [4.73101, 0.86504, 1.45137], [3.64220, 1.91350, 0.36911], [4.26037, -0.94881, -0.30493], [3.41706, -0.01969, -1.30815], [2.46870, -1.11362, 1.28969], [0.53239, -0.58941, -2.08830], [-0.38655, -1.72296, -1.18241], [-0.01893, -1.36774, 1.89696], [-0.88048, 0.21771, 2.06786], [-1.96062, -1.68128, 0.06790], [-2.60563, -1.33770, 1.82901], [-4.16773, -0.81649, -1.13457], [-4.93434, -0.22654, 0.67024], [-4.72342, 0.87039, -0.63481], [-1.85865, 0.31412, -1.44743], [-2.66697, 1.88651, -0.96232], [-0.59346, 2.12149, 0.26693], [0.03136, 1.49478, -1.15704]], "atomic_forces_ev_per_a": [[0.4783, -2.2895, -0.6084], [2.2380, -0.9323, -0.6557], [0.7323, 0.6511, 2.3519], [1.4355, -0.4214, 1.4307], [-0.2492, 3.2141, 2.2314], [-1.8863, -1.6277, -0.8680], [3.0219, 1.0288, 0.7631], [-3.2290, -1.5926, -0.2619], [3.0466, 1.2401, -0.5954], [-0.0004, -2.7699, 1.5682], [-0.7742, -0.6607, 0.4364], [-1.0599, 0.1380, 0.2126], [3.7166, 0.5719, 0.6718], [-0.2853, 0.2289, 0.3033], [-1.0365, 0.2264, -0.9361], [-0.5148, 1.2945, 0.5038], [-0.6348, 0.0179, 0.6645], [-0.3702, 1.0600, -0.5454], [-1.0520, -0.5009, -1.6096], [-0.1767, 0.6906, -0.3357], [-1.4430, -2.2443, -0.2338], [-2.2092, 1.0143, -1.4335], [0.5477, -0.0478, -0.2154], [-0.8503, 0.1323, 0.7661], [0.0893, 0.0825, -1.6365], [-0.5430, 1.4000, 2.0216], [0.9660, -0.5915, -2.0470], [0.3957, 0.8307, -0.4633], [-1.2213, -0.7577, -1.7347], [0.5918, -0.5643, -0.0762], [0.6982, 0.5559, 1.6180], [-0.4215, 0.6227, -1.2868]], "mulliken_charge": [-1.028, -0.820, 0.113, -0.436, -0.734, 0.801, -0.551, -0.533, -0.110, -0.967, -0.853, -0.995, -0.470, 0.345, 0.278, 0.305, 0.380, 0.382, 0.184, 0.375, 0.522, 0.235, 0.360, 0.203, 0.361, 0.265, 0.311, 0.362, 0.491, 0.379, 0.394, 0.449]}